Here is a 17-piece molecular cluster, C34H102O17 overall at a distorted geometry from the OMol25 dataset. Energies are from ωB97M-V with the def2-TZVPD basis set.

Bonds (Å) are listed after each position.
Cartesian coordinates (Å):
1 C -2.63238 -3.56768 -1.64863  C2 1.518, H4 1.094, H5 1.093, H6 1.094
2 C -3.72143 -4.59231 -1.91234  C1 1.518, O3 1.437, H7 1.088, H8 1.095
3 O -4.36342 -4.11107 -3.10473  C2 1.437, H9 0.959
4 H -3.04176 -2.55409 -1.69697  C1 1.094
5 H -1.81019 -3.61752 -2.36765  C1 1.093
6 H -2.18076 -3.69037 -0.66003  C1 1.094
7 H -4.48511 -4.66247 -1.14001  C2 1.088
8 H -3.30975 -5.59428 -2.07314  C2 1.095
9 H -3.84875 -4.41532 -3.85458  O3 0.959
10 C -1.84639 3.44159 3.62096  C11 1.527, H13 1.092, H14 1.092, H15 1.088
11 C -0.95387 4.63361 3.28123  C10 1.527, O12 1.405, H16 1.098, H17 1.097
12 O -0.49800 4.52650 1.95693  C11 1.405, H18 0.962
13 H -2.70676 3.47012 2.94978  C10 1.092
14 H -2.16466 3.50418 4.66335  C10 1.092
15 H -1.30762 2.51921 3.41324  C10 1.088
16 H -0.08785 4.61975 3.95677  C11 1.098
17 H -1.43775 5.61275 3.38171  C11 1.097
18 H 0.16043 5.20453 1.77527  O12 0.962
19 C 2.18386 -2.93645 -1.05875  C20 1.488, H22 1.092, H23 1.092, H24 1.090
20 C 0.90854 -3.62656 -0.72357  C19 1.488, O21 1.385, H25 1.101, H26 1.098
21 O 1.12935 -4.99332 -0.75389  C20 1.385, H27 0.965
22 H 3.10047 -3.40935 -0.70029  C19 1.092
23 H 2.15814 -1.94230 -0.60791  C19 1.092
24 H 2.25616 -2.79356 -2.13741  C19 1.090
25 H 0.14476 -3.35996 -1.47053  C20 1.101
26 H 0.49230 -3.29346 0.23608  C20 1.098
27 H 0.29772 -5.41681 -0.50798  O21 0.965
28 C -2.11057 -3.85639 2.74406  C29 1.529, H31 1.093, H32 1.089, H33 1.093
29 C -3.45379 -4.20448 2.10261  C28 1.529, O30 1.400, H34 1.100, H35 1.095
30 O -3.36528 -5.24232 1.16650  C29 1.400, H36 0.957
31 H -1.44982 -3.28376 2.08842  C28 1.093
32 H -1.60254 -4.74701 3.11189  C28 1.089
33 H -2.31353 -3.18678 3.58327  C28 1.093
34 H -3.78744 -3.34085 1.50843  C29 1.100
35 H -4.21683 -4.41902 2.85755  C29 1.095
36 H -4.21916 -5.66656 1.09005  O30 0.957
37 C -0.77014 -2.43648 -5.23947  C38 1.526, H40 1.093, H41 1.096, H42 1.093
38 C 0.58843 -2.51412 -4.54933  C37 1.526, O39 1.426, H43 1.094, H44 1.097
39 O 1.67882 -2.26226 -5.43260  C38 1.426, H45 0.960
40 H -0.96084 -1.41795 -5.58650  C37 1.093
41 H -1.54941 -2.73318 -4.52843  C37 1.096
42 H -0.79446 -3.07349 -6.12773  C37 1.093
43 H 0.61191 -3.51760 -4.11370  C38 1.094
44 H 0.62151 -1.78995 -3.72596  C38 1.097
45 H 2.19537 -3.06860 -5.49977  O39 0.960
46 C 3.89840 3.52436 2.84378  C47 1.553, H49 1.099, H50 1.093, H51 1.089
47 C 4.74046 2.85589 3.96499  C46 1.553, O48 1.441, H52 1.095, H53 1.092
48 O 6.12305 3.26105 3.92715  C47 1.441, H54 0.963
49 H 2.83532 3.34830 3.05908  C46 1.099
50 H 4.03868 3.11319 1.84039  C46 1.093
51 H 4.11173 4.59075 2.78615  C46 1.089
52 H 4.68626 1.76366 3.91453  C47 1.095
53 H 4.33952 3.15721 4.93490  C47 1.092
54 H 6.47429 3.16602 3.03596  O48 0.963
55 C -2.22639 4.05228 -1.72069  C56 1.504, H58 1.092, H59 1.092, H60 1.093
56 C -3.05820 3.59879 -0.55322  C55 1.504, O57 1.434, H61 1.093, H62 1.096
57 O -2.27042 2.84692 0.37974  C56 1.434, H63 0.980
58 H -2.79098 4.60071 -2.47793  C55 1.092
59 H -1.80020 3.18108 -2.22183  C55 1.092
60 H -1.41345 4.72970 -1.44826  C55 1.093
61 H -3.91966 3.00758 -0.87512  C56 1.093
62 H -3.49548 4.46415 -0.04304  C56 1.096
63 H -1.54163 3.40561 0.72080  O57 0.980
64 C -3.66298 -0.23970 -4.23938  C65 1.485, H67 1.088, H68 1.094, H69 1.089
65 C -4.10475 -1.18819 -5.29286  C64 1.485, O66 1.389, H70 1.098, H71 1.094
66 O -5.08418 -0.55578 -6.04854  C65 1.389, H72 0.960
67 H -3.14140 0.60800 -4.67860  C64 1.088
68 H -2.92278 -0.75516 -3.62116  C64 1.094
69 H -4.49540 0.11110 -3.63043  C64 1.089
70 H -4.59612 -2.04524 -4.81449  C65 1.098
71 H -3.28773 -1.52520 -5.93847  C65 1.094
72 H -5.31902 -1.10597 -6.79903  O66 0.960
73 C 2.08541 3.23743 -0.50851  C74 1.547, H76 1.096, H77 1.094, H78 1.093
74 C 2.85788 4.40813 -1.16207  C73 1.547, O75 1.418, H79 1.094, H80 1.091
75 O 2.11797 5.61635 -1.20884  C74 1.418, H81 0.962
76 H 1.10644 3.16705 -0.99545  C73 1.096
77 H 1.87331 3.41403 0.55017  C73 1.094
78 H 2.62015 2.29045 -0.61570  C73 1.093
79 H 3.19482 4.14529 -2.16883  C74 1.094
80 H 3.72357 4.61381 -0.53003  C74 1.091
81 H 1.63972 5.65371 -2.04324  O75 0.962
82 C 3.59435 1.22834 -3.21959  C83 1.536, H85 1.095, H86 1.091, H87 1.091
83 C 4.12557 -0.18544 -3.49800  C82 1.536, O84 1.407, H88 1.093, H89 1.100
84 O 5.48975 -0.10683 -3.83346  C83 1.407, H90 0.962
85 H 2.50642 1.13850 -3.13409  C82 1.095
86 H 3.78405 1.90044 -4.05755  C82 1.091
87 H 3.95254 1.59398 -2.25617  C82 1.091
88 H 3.58178 -0.70275 -4.29268  C83 1.093
89 H 4.02525 -0.78352 -2.58067  C83 1.100
90 H 5.95632 0.10578 -3.01896  O84 0.962
91 C -2.66107 -0.89471 5.83228  C92 1.550, H94 1.093, H95 1.092, H96 1.089
92 C -3.26625 -0.19992 4.58576  C91 1.550, O93 1.413, H97 1.096, H98 1.097
93 O -2.23745 -0.18125 3.61774  C92 1.413, H99 0.983
94 H -2.33755 -1.89083 5.51867  C91 1.093
95 H -3.38996 -1.03807 6.63284  C91 1.092
96 H -1.83065 -0.34814 6.27733  C91 1.089
97 H -3.58023 0.83959 4.73707  C92 1.096
98 H -4.12917 -0.78701 4.24861  C92 1.097
99 H -2.68655 0.13983 2.80439  O93 0.983
100 C -4.94350 -0.19856 -0.51924  C101 1.539, H103 1.091, H104 1.095, H105 1.094
101 C -5.09688 0.53442 0.82503  C100 1.539, O102 1.413, H106 1.093, H107 1.096
102 O -3.81833 0.62840 1.41827  C101 1.413, H108 0.977
103 H -5.82352 -0.10794 -1.15801  C100 1.091
104 H -4.78833 -1.26822 -0.34191  C100 1.095
105 H -4.04271 0.11318 -1.05642  C100 1.094
106 H -5.78176 -0.01794 1.47348  C101 1.093
107 H -5.49140 1.55193 0.72874  C101 1.096
108 H -3.31879 1.32990 0.95739  O102 0.977
109 C 4.15349 0.41888 1.13968  C110 1.567, H112 1.091, H113 1.089, H114 1.091
110 C 5.20345 -0.43593 1.92943  C109 1.567, O111 1.399, H115 1.098, H116 1.101
111 O 6.14424 -0.96856 1.04186  C110 1.399, H117 0.961
112 H 3.47622 -0.23028 0.58251  C109 1.091
113 H 4.66438 1.04572 0.41023  C109 1.089
114 H 3.53839 0.99139 1.83547  C109 1.091
115 H 4.71134 -1.23463 2.50010  C110 1.098
116 H 5.71330 0.17747 2.68855  C110 1.101
117 H 6.87811 -1.34447 1.53462  O111 0.961
118 C 3.54750 -4.07460 2.72076  C119 1.527, H121 1.092, H122 1.093, H123 1.087
119 C 2.36811 -3.13163 2.94523  C118 1.527, O120 1.397, H124 1.101, H125 1.102
120 O 2.37815 -2.70660 4.27568  C119 1.397, H126 0.972
121 H 3.41654 -4.94647 3.36453  C118 1.092
122 H 4.48722 -3.57755 2.97615  C118 1.093
123 H 3.57057 -4.41979 1.69049  C118 1.087
124 H 1.39731 -3.53982 2.62528  C119 1.101
125 H 2.53754 -2.29072 2.25381  C119 1.102
126 H 1.65991 -2.06168 4.38730  O120 0.972
127 C 2.22841 0.45029 5.20629  C128 1.479, H130 1.093, H131 1.093, H132 1.088
128 C 0.86119 0.69284 4.69809  C127 1.479, O129 1.394, H133 1.101, H134 1.097
129 O 0.46715 -0.51369 4.12099  C128 1.394, H135 0.983
130 H 2.60939 1.34410 5.70690  C127 1.093
131 H 2.95624 0.19200 4.43351  C127 1.093
132 H 2.17448 -0.38788 5.89728  C127 1.088
133 H 0.82132 1.45609 3.90553  C128 1.101
134 H 0.18273 1.05320 5.48173  C128 1.097
135 H -0.51577 -0.49666 4.11790  O129 0.983
136 C -0.44296 0.04542 -0.78798  C137 1.549, H139 1.094, H140 1.091, H141 1.091
137 C -0.10830 0.39413 0.68400  C136 1.549, O138 1.407, H142 1.098, H143 1.099
138 O 0.68372 -0.65993 1.17603  C137 1.407, H144 0.977
139 H -1.12606 -0.80874 -0.82717  C136 1.094
140 H 0.44836 -0.18880 -1.37233  C136 1.091
141 H -0.96335 0.87286 -1.27155  C136 1.091
142 H -1.06503 0.50231 1.21140  C137 1.098
143 H 0.39929 1.36020 0.81053  C137 1.099
144 H 0.78582 -0.56224 2.14254  O138 0.977
145 C -0.77518 2.50786 -5.02370  C146 1.510, H148 1.090, H149 1.091, H150 1.088
146 C 0.54496 2.55662 -5.75504  C145 1.510, O147 1.398, H151 1.096, H152 1.102
147 O 1.03050 3.86697 -5.70872  C146 1.398, H153 0.962
148 H -0.59929 2.77872 -3.98279  C145 1.090
149 H -1.08934 1.46487 -5.08236  C145 1.091
150 H -1.53606 3.14991 -5.46309  C145 1.088
151 H 0.46659 2.21415 -6.79317  C146 1.096
152 H 1.35615 1.95939 -5.30920  C146 1.102
153 H 1.69369 3.98025 -6.39624  O147 0.962

As for the molar mass: 783.17 g/mol. The value obtained for the HOMO energy is -9.5 eV. The value obtained for the HOMO-LUMO gap is 9.9 eV. As for the LUMO energy: 0.017 hartree.

Löwdin population analysis, charges in e, atoms 1 to 99: number 1, C, carries -0.085; number 2, C, carries -0.282; number 3, O, carries -0.100; number 4, H, carries 0.062; number 5, H, carries 0.054; number 6, H, carries 0.059; number 7, H, carries 0.098; number 8, H, carries 0.117; number 9, H, carries 0.073; number 10, C, carries -0.068; number 11, C, carries -0.306; number 12, O, carries -0.098; number 13, H, carries 0.072; number 14, H, carries 0.084; number 15, H, carries 0.057; number 16, H, carries 0.110; number 17, H, carries 0.116; number 18, H, carries 0.099; number 19, C, carries -0.075; number 20, C, carries -0.365; number 21, O, carries -0.057; number 22, H, carries 0.083; number 23, H, carries 0.050; number 24, H, carries 0.056; number 25, H, carries 0.079; number 26, H, carries 0.096; number 27, H, carries 0.088; number 28, C, carries -0.059; number 29, C, carries -0.325; number 30, O, carries -0.088; number 31, H, carries 0.064; number 32, H, carries 0.081; number 33, H, carries 0.053; number 34, H, carries 0.102; number 35, H, carries 0.114; number 36, H, carries 0.082; number 37, C, carries -0.087; number 38, C, carries -0.323; number 39, O, carries -0.072; number 40, H, carries 0.065; number 41, H, carries 0.054; number 42, H, carries 0.083; number 43, H, carries 0.111; number 44, H, carries 0.101; number 45, H, carries 0.085; number 46, C, carries -0.081; number 47, C, carries -0.289; number 48, O, carries -0.085; number 49, H, carries 0.064; number 50, H, carries 0.038; number 51, H, carries 0.077; number 52, H, carries 0.073; number 53, H, carries 0.106; number 54, H, carries 0.078; number 55, C, carries -0.079; number 56, C, carries -0.285; number 57, O, carries -0.121; number 58, H, carries 0.083; number 59, H, carries 0.050; number 60, H, carries 0.076; number 61, H, carries 0.110; number 62, H, carries 0.115; number 63, H, carries 0.062; number 64, C, carries -0.078; number 65, C, carries -0.357; number 66, O, carries -0.066; number 67, H, carries 0.059; number 68, H, carries 0.065; number 69, H, carries 0.074; number 70, H, carries 0.106; number 71, H, carries 0.099; number 72, H, carries 0.086; number 73, C, carries -0.081; number 74, C, carries -0.300; number 75, O, carries -0.080; number 76, H, carries 0.068; number 77, H, carries 0.051; number 78, H, carries 0.046; number 79, H, carries 0.106; number 80, H, carries 0.105; number 81, H, carries 0.081; number 82, C, carries -0.084; number 83, C, carries -0.312; number 84, O, carries -0.076; number 85, H, carries 0.062; number 86, H, carries 0.077; number 87, H, carries 0.051; number 88, H, carries 0.101; number 89, H, carries 0.104; number 90, H, carries 0.083; number 91, C, carries -0.063; number 92, C, carries -0.287; number 93, O, carries -0.131; number 94, H, carries 0.065; number 95, H, carries 0.073; number 96, H, carries 0.065; number 97, H, carries 0.111; number 98, H, carries 0.113; number 99, H, carries 0.055